(1)
Density functional theory data (ωB97M-V with the def2-TZVPD basis set) for an isolated molecule of C3H6FNS at a distorted geometry.

Its SMILES is C[C@H](F)C(N)=S. The total energy comes out at -670.70187 a.u. For the HOMO-LUMO gap, the calculation gives 9.0 eV. Its energy above the lowest of the compared OMol25 structures with the same formula, charge and spin is 0.605 eV. The value obtained for the lowest unoccupied orbital energy is 0.45 eV. The highest occupied orbital energy is -8.59 eV.

Atoms and positions in Å:
N  1.305  0.208  -1.099
H  -1.917  -2.185  0.268
H  -1.634  -0.811  1.499
H  1.006  -0.408  -1.872
C  0.505  0.315  -0.051
H  -0.235  -1.882  0.929
C  -0.783  -0.320  -0.390
H  -1.503  0.502  -0.508
S  0.545  1.287  1.328
C  -1.198  -1.413  0.638
F  -0.782  -1.003  -1.567
H  2.313  0.261  -0.964

Here are the Löwdin charges for atoms 1 to 6, given in e: 0.119 0.089 0.086 0.125 -0.853 0.084

(2)
Density functional theory data (ωB97M-V with the def2-TZVPD basis set) for the ion C3H6FO4S2 with charge -1 at a distorted geometry.

The total energy comes out at -1315.10060 a.u. For the HOMO-LUMO gap, the calculation gives 7.8 eV. Its energy above the lowest of the compared OMol25 structures with the same formula, charge and spin is 0.145 eV. The value obtained for the lowest unoccupied orbital energy is 3.58 eV. The highest occupied orbital energy is -4.20 eV. Its net charge is -1.

Atoms and positions in Å:
O  1.458  1.210  0.317
S  -0.701  -1.133  -1.954
C  -1.076  0.263  -0.713
O  -0.078  0.222  1.890
O  0.673  -0.649  -2.349
O  -0.722  -2.399  -1.159
C  -1.000  1.761  -1.015
F  -2.189  0.098  0.123
C  1.411  -1.538  0.384
H  -1.055  2.337  -0.114
H  0.565  -2.110  0.063
H  -1.826  2.115  -1.758
S  0.594  0.073  0.602
H  -0.005  1.886  -1.546
H  1.897  -1.378  -0.569
H  2.084  -1.978  1.134

Here are the Löwdin charges for atoms 1 to 6, given in e: -0.392 0.698 -0.517 -0.393 -0.553 -0.550

(3)
Density functional theory data (ωB97M-V with the def2-TZVPD basis set) for a structure of composition C3H6GdNO4S at a distorted geometry.

The total energy comes out at -1637.06038 a.u. For the HOMO-LUMO gap (spin up / spin down), the calculation gives 7.9 / 5.0 eV. Its energy above the lowest of the compared OMol25 structures with the same formula, charge and spin is 1.055 eV. The value obtained for the lowest unoccupied orbital energy (spin up / spin down) is -5.30 / -8.56 eV. The highest occupied orbital energy (spin up / spin down) is -13.23 / -13.55 eV. Its net charge is +1. As for the spin multiplicity: 9.

Atoms and positions in Å:
H  1.728  1.815  -1.808
H  3.061  1.617  -0.653
C  2.003  1.345  -0.842
O  -3.709  -4.039  -0.299
S  -2.403  -3.502  0.088
H  -1.823  0.659  0.464
Gd  0.229  -1.374  -0.710
O  -2.292  -3.157  1.516
H  1.350  3.123  0.218
O  -0.201  1.819  0.065
C  1.197  2.037  0.256
C  -0.746  0.736  0.632
N  -1.379  -3.135  -0.904
H  -0.332  0.417  1.599
H  1.490  1.660  1.248
O  1.827  -0.021  -0.870

Here are the Löwdin charges for atoms 1 to 6, given in e: 0.134 0.138 -0.312 -0.253 0.608 0.095

(4)
Density functional theory data (ωB97M-V with the def2-TZVPD basis set) for a structure of composition C3H6I2S at a distorted geometry.

The total energy comes out at -1111.36266 a.u. For the HOMO-LUMO gap (spin up / spin down), the calculation gives 7.4 / 7.4 eV. Its energy above the lowest of the compared OMol25 structures with the same formula, charge and spin is 2.838 eV. The value obtained for the lowest unoccupied orbital energy (spin up / spin down) is -0.89 / -0.89 eV. The highest occupied orbital energy (spin up / spin down) is -8.34 / -8.34 eV.

Atoms and positions in Å:
I  1.495  2.641  -0.045
C  -0.149  1.340  0.141
C  0.086  -0.301  -1.547
H  0.293  0.159  -2.476
H  -0.888  -0.412  1.239
H  0.928  -0.038  1.477
H  -0.606  0.955  2.329
H  0.835  -0.657  -0.866
I  -3.418  0.786  -0.064
S  -1.595  2.359  0.110
H  -0.784  -0.962  -1.470
C  -0.098  0.430  1.360

Here are the Löwdin charges for atoms 1 to 6, given in e: 0.815 -1.345 0.071 0.004 0.049 0.072

(5)
Density functional theory data (ωB97M-V with the def2-TZVPD basis set) for a cluster of 2 separate species, C3H6IN in total at a distorted geometry.

The total energy comes out at -470.20526 a.u. For the HOMO-LUMO gap, the calculation gives 8.9 eV. Its energy above the lowest of the compared OMol25 structures with the same formula, charge and spin is 3.199 eV. The value obtained for the lowest unoccupied orbital energy is 0.15 eV. The highest occupied orbital energy is -8.74 eV.

Atoms and positions in Å:
I  -2.762  -0.189  -0.431
H  -1.561  1.848  -0.536
H  -0.135  -1.486  0.874
H  0.905  1.335  0.630
C  0.702  -0.806  0.774
N  -1.530  1.248  0.273
H  1.522  -0.995  1.344
C  0.333  0.522  0.313
H  1.731  -0.394  -1.121
C  0.829  -0.407  -0.694
H  -0.035  -0.675  -1.426

Here are the Löwdin charges for atoms 1 to 6, given in e: 0.709 -0.085 0.079 0.089 -0.125 -0.511

(6)
Density functional theory data (ωB97M-V with the def2-TZVPD basis set) for a structure of composition C3H6IN2O at a distorted geometry.

The total energy comes out at -599.87262 a.u. For the HOMO-LUMO gap (spin up / spin down), the calculation gives 6.7 / 6.9 eV. Its energy above the lowest of the compared OMol25 structures with the same formula, charge and spin is 6.345 eV. The value obtained for the lowest unoccupied orbital energy (spin up / spin down) is -5.43 / -5.42 eV. The highest occupied orbital energy (spin up / spin down) is -12.14 / -12.32 eV. Its net charge is +1.

Atoms and positions in Å:
I  -2.278  1.704  -0.194
H  -1.783  -1.478  0.396
C  1.234  0.014  0.804
N  -0.060  -0.244  0.399
C  -0.399  0.948  -0.192
O  0.668  1.843  -0.257
H  1.740  -0.564  1.575
N  1.624  1.266  0.537
H  -0.996  -0.693  -2.493
H  -1.204  -1.156  -3.083
C  -0.736  -1.318  0.634
H  2.519  1.711  0.517
H  -0.329  -2.031  1.357

Here are the Löwdin charges for atoms 1 to 6, given in e: 1.109 0.087 0.050 -0.165 -0.788 -0.009

(7)
Density functional theory data (ωB97M-V with the def2-TZVPD basis set) for the ion C3H6IN2O2 with charge -1.

Its SMILES is NC[C@H](NI)C(=O)[O-]. The total energy comes out at -675.65612 a.u. For the HOMO-LUMO gap, the calculation gives 7.1 eV. The value obtained for the lowest unoccupied orbital energy is 2.78 eV. The highest occupied orbital energy is -4.29 eV. Its net charge is -1.

Atoms and positions in Å:
C  -1.153  0.233  -0.419
H  -0.176  1.747  -1.385
C  1.146  -0.748  -0.713
H  -0.364  2.009  0.230
H  -2.032  0.192  0.233
O  2.004  0.147  -0.511
H  -1.448  -0.199  -1.373
I  1.206  -1.517  2.687
N  -0.794  1.629  -0.597
H  0.902  0.604  1.356
O  1.108  -1.630  -1.591
H  -0.543  -1.657  0.326
C  -0.085  -0.675  0.210
N  0.227  -0.136  1.546

Here are the Löwdin charges for atoms 1 to 6, given in e: -0.262 0.061 -0.762 0.047 0.096 -0.089

(8)
Density functional theory data (ωB97M-V with the def2-TZVPD basis set) for a cluster of 2 separate species, C3H6IN2O2S in total at a distorted geometry.

The total energy comes out at -1073.84185 a.u. For the HOMO-LUMO gap, the calculation gives 7.8 eV. Its energy above the lowest of the compared OMol25 structures with the same formula, charge and spin is 0.000 eV. The value obtained for the lowest unoccupied orbital energy is 3.24 eV. The highest occupied orbital energy is -4.51 eV. Its net charge is -1.

Atoms and positions in Å:
H  -1.578  -1.760  1.101
C  2.037  0.061  -1.556
H  2.864  -0.482  -2.122
C  0.276  -1.164  1.455
C  0.550  -0.640  0.092
O  -1.399  2.738  -0.320
S  -1.804  1.824  0.697
N  -0.745  -1.849  1.752
H  1.097  -1.254  2.097
H  2.329  1.097  -1.529
N  1.752  -0.425  -0.209
H  -0.261  -0.463  -0.622
O  -2.710  2.344  1.726
I  -3.481  -0.009  -0.486
H  1.074  -0.018  -2.075

Here are the Löwdin charges for atoms 1 to 6, given in e: -0.008 -0.134 0.087 -0.250 -0.217 -0.532

(9)
Density functional theory data (ωB97M-V with the def2-TZVPD basis set) for an isolated molecule of C3H6INO2 at a distorted geometry.

Its SMILES is CON(C)C(=O)I. The total energy comes out at -620.73178 a.u. For the HOMO-LUMO gap, the calculation gives 9.8 eV. Its energy above the lowest of the compared OMol25 structures with the same formula, charge and spin is 3.281 eV. The value obtained for the lowest unoccupied orbital energy is 0.33 eV. The highest occupied orbital energy is -9.43 eV.

Atoms and positions in Å:
H  -0.170  -2.699  -0.161
C  -0.429  -1.632  -0.206
C  -0.892  1.229  0.450
C  1.541  0.774  -0.175
O  0.054  -0.920  0.880
H  -0.052  -1.116  -1.216
N  0.272  0.380  0.664
H  -1.462  1.510  1.315
H  -0.492  2.186  0.005
O  1.598  1.806  -0.695
H  -1.449  0.697  -0.361
I  3.104  -0.655  -0.135
H  -1.624  -1.561  -0.366

Here are the Löwdin charges for atoms 1 to 6, given in e: 0.084 -0.154 -0.041 -0.857 -0.227 0.120

(10)
Density functional theory data (ωB97M-V with the def2-TZVPD basis set) for an isolated molecule of C3H6INO2S at a distorted geometry.

Its SMILES is CC(C)=NS(=O)(=O)I. The total energy comes out at -1018.91671 a.u. For the HOMO-LUMO gap, the calculation gives 8.8 eV. Its energy above the lowest of the compared OMol25 structures with the same formula, charge and spin is 1.659 eV. The value obtained for the lowest unoccupied orbital energy is -0.93 eV. The highest occupied orbital energy is -9.75 eV.

Atoms and positions in Å:
O  0.646  -0.421  -3.543
I  1.721  -3.593  -3.040
H  1.388  -1.541  1.021
N  0.331  -1.709  -1.103
H  -0.036  1.529  -0.489
S  0.103  -1.888  -2.700
O  -1.138  -2.374  -3.186
C  0.626  -0.724  0.993
C  -0.501  0.633  -0.849
C  0.112  -0.643  -0.421
H  1.071  0.270  1.388
H  -0.202  -1.051  1.673
H  -0.606  0.619  -1.914
H  -1.485  0.611  -0.319

Here are the Löwdin charges for atoms 1 to 6, given in e: -0.497 0.650 0.092 -0.170 0.087 0.300